## P
Computed, not measured: one molecule with the formula C5H12OS, with ωB97M-V/def2-TZVPD.

Summary:
HOMO: -8.58 eV
total charge: 0
SMILES: CSCCCCO

Last column: natural (NBO) charge in e.
Cartesian coordinates (Å):
1 C 1.1792 0.1561 -1.1752  -0.08
2 O 1.4029 -1.2533 -1.4972  -0.73
3 C 1.6210 0.4674 0.2061  -0.45
4 C 0.8605 -0.4277 1.2958  -0.41
5 C -0.6353 -0.6898 1.0786  -0.54
6 S -1.5608 0.8775 0.9468  0.15
7 C -2.4124 0.9011 -0.6554  -0.75
8 H 1.7058 0.7374 -1.9203  0.19
9 H 0.0888 0.2551 -1.3148  0.17
10 H 1.1273 -1.7406 -0.7152  0.45
11 H 1.1585 1.4067 0.5241  0.24
12 H 2.6940 0.2125 0.4449  0.22
13 H 1.3779 -1.4043 1.3299  0.20
14 H 0.9803 0.0417 2.2822  0.22
15 H -0.9270 -1.2507 0.1975  0.22
16 H -1.0561 -1.1287 2.0088  0.23
17 H -2.8544 -0.0555 -0.9500  0.22
18 H -1.6975 1.0877 -1.4820  0.21
19 H -3.0527 1.8077 -0.6047  0.24

***

## Q
Computed, not measured: a 2-piece molecular cluster, C5H12OS overall, with ωB97M-V/def2-TZVPD.

Summary:
HOMO: -7.98 eV
total charge: 0

Last column: natural (NBO) charge in e.
Cartesian coordinates (Å):
1 C -1.5057 -0.7181 0.1287  -0.62
2 C 0.5080 -0.1458 1.5235  -0.61
3 C -0.5710 1.6136 0.0338  -0.61
4 C 0.7769 -0.3776 -0.8685  0.25
5 C -0.2242 0.1302 0.2194  -0.17
6 O 1.9600 0.2842 -1.0640  -0.72
7 S 0.9539 -2.1492 -1.0515  0.05
8 H -1.6583 -1.1160 -0.9069  0.24
9 H -2.5502 -0.1737 0.5377  0.22
10 H -1.4604 -1.6205 0.8172  0.21
11 H 1.2084 0.6353 1.7876  0.21
12 H 1.0453 -1.0623 1.4676  0.22
13 H -0.1251 -0.3774 2.2934  0.22
14 H -0.3699 1.8601 -1.0013  0.22
15 H -1.4768 1.9379 0.3427  0.22
16 H 0.1082 2.1785 0.6405  0.20
17 H -0.5159 0.0869 -2.3084  -0.16
18 H 1.7724 1.2329 -1.1419  0.49
19 H 2.1244 -2.2190 -1.4497  0.12

***

Last place for stability: Q

***

## P
Computed, not measured: an isolated ion of composition C4H12N2O and charge +1, with ωB97M-V/def2-TZVPD.

Summary:
expectation value of S²: 0.753
HOMO (spin up / spin down): -7.27 / -11.65 eV
total charge: +1
spin multiplicity: 2

Last column: Mulliken spin population.
Cartesian coordinates (Å):
1 O 0.2244 -2.2992 0.2731  0.26
2 C -0.4955 -1.5539 0.8307  0.44
3 C -0.0277 -0.0849 0.9843  0.15
4 C -0.0496 0.9152 -0.1289  0.07
5 C 0.7304 0.4906 -1.2916  -0.18
6 N 0.3826 1.2220 -2.6888  0.04
7 N -0.7177 0.5388 2.2594  0.07
8 H -1.5121 -1.9199 1.3574  0.00
9 H 0.9998 -0.2954 1.4521  0.00
10 H 0.4853 1.9249 0.1649  0.14
11 H -1.0647 1.3566 -0.4919  0.10
12 H 0.6100 -0.6716 -1.5046  0.03
13 H 1.8541 0.8307 -1.1143  -0.03
14 H 0.4957 2.2855 -2.7631  0.00
15 H -0.5770 1.0412 -2.8748  -0.05
16 H 1.0457 0.7829 -3.4017  -0.01
17 H -0.1185 1.0943 2.8678  0.01
18 H -1.3097 -0.2117 2.8291  -0.03
19 H -1.3033 1.2479 1.9338  -0.02

***

## Q
Computed, not measured: an isolated ion of composition C4H12N2O and charge +1, with ωB97M-V/def2-TZVPD.

Summary:
expectation value of S²: 0.754
HOMO (spin up / spin down): -15.12 / -14.82 eV
total charge: +1
spin multiplicity: 2

Last column: Mulliken spin population.
Cartesian coordinates (Å):
1 C 0.0099 0.1109 0.6709  0.05
2 C 1.4665 0.2760 0.1976  0.00
3 C 2.3693 0.7775 1.2999  0.00
4 O 1.3669 1.1680 -0.9140  0.01
5 N -0.7512 -0.5553 -0.4023  0.76
6 C -2.1983 -0.4145 -0.3746  0.02
7 N -2.8634 -1.4106 -1.2494  0.09
8 H -0.4600 1.0998 0.7578  0.04
9 H -0.0665 -0.4359 1.6079  0.02
10 H 1.6635 -0.7080 -0.2483  -0.01
11 H 2.2976 1.8646 1.4039  0.00
12 H 2.1303 0.4249 2.3019  0.00
13 H 3.4052 0.6009 1.0157  0.00
14 H 2.1614 1.0416 -1.4599  0.00
15 H -0.3980 -0.1356 -1.2802  -0.01
16 H -2.4979 0.5525 -0.7832  0.04
17 H -2.6052 -0.5361 0.6258  0.00
18 H -2.3560 -1.3290 -2.1420  0.00
19 H -2.6743 -2.3919 -1.0275  -0.01

***

Last place for stability: P

***

## P
Computed, not measured: C29H29As2BiF6N5O4S2 as an isolated structure, with ωB97M-V/def2-TZVPD.

Summary:
HOMO (spin up / spin down): -10.26 / -10.24 eV
total charge: +1

Last column: Mulliken charge in e.
Cartesian coordinates (Å):
1 Bi -0.0668 0.3741 0.6255  2.44
2 C -1.9021 1.3536 -4.7053  -0.66
3 C -2.4380 0.8603 -3.5248  -1.09
4 C -1.8015 1.0891 -2.3139  -0.24
5 C -0.6158 1.8159 -2.2745  0.00
6 C -0.0830 2.3248 -3.4590  -0.06
7 C -0.7255 2.0925 -4.6655  -0.74
8 N 0.0996 1.9153 -1.0559  1.13
9 C 0.6689 3.0484 -0.6245  0.29
10 C 0.3877 4.3469 -1.1359  -1.00
11 C 1.0345 5.4308 -0.6288  -0.70
12 C 2.0242 5.3151 0.3934  -0.80
13 C 2.3172 4.1044 0.9226  -0.80
14 C 1.6235 2.9569 0.4573  0.29
15 N 1.7629 1.7293 0.9978  1.39
16 N 2.6701 1.4774 1.8560  -1.38
17 C 2.6495 0.1746 2.3457  -0.19
18 C 3.6419 -0.1930 3.2528  -0.63
19 C 3.6656 -1.4840 3.7274  -0.41
20 C 2.6825 -2.3857 3.3202  -0.87
21 C 1.7204 -1.9506 2.4403  -0.46
22 N 1.7153 -0.7031 1.9374  0.15
23 H -2.4021 1.1750 -5.6483  0.44
24 H -3.3684 0.3057 -3.5410  0.50
25 H -2.2577 0.7518 -1.3869  0.52
26 H 0.8492 2.8770 -3.4340  0.48
27 H -0.2987 2.4837 -5.5807  0.42
28 H -0.3769 4.4506 -1.8929  0.59
29 H 0.7780 6.4158 -0.9983  0.45
30 H 2.5083 6.2064 0.7678  0.44
31 H 3.0310 3.9844 1.7255  0.51
32 H 4.3626 0.5545 3.5553  0.57
33 H 4.4401 -1.7998 4.4139  0.43
34 H 2.6623 -3.4042 3.6802  0.51
35 H 0.9301 -2.6109 2.1040  0.32
36 C 1.0131 -1.0618 -3.0354  -1.23
37 As 1.5016 -0.9851 -1.1595  1.27
38 C 3.3603 -0.4809 -1.3010  -1.55
39 C 1.4933 -2.8913 -0.8033  0.07
40 C 2.6689 -3.6312 -0.8549  -0.81
41 C 2.6267 -5.0088 -0.7125  -0.78
42 C 1.4111 -5.6463 -0.5032  -0.92
43 C 0.2419 -4.9035 -0.4199  -0.58
44 C 0.2603 -3.5200 -0.5696  -0.11
45 As -1.3847 -2.4374 -0.4019  1.07
46 C -2.5973 -3.5208 -1.4717  -1.38
47 C -1.9476 -3.0780 1.3634  -1.45
48 H 1.6233 -1.8377 -3.4895  0.53
49 H 1.1913 -0.1007 -3.5129  0.49
50 H -0.0409 -1.3107 -3.1364  0.25
51 H 3.8506 -1.0969 -2.0487  0.58
52 H 3.8635 -0.5714 -0.3397  0.40
53 H 3.3885 0.5629 -1.6117  0.40
54 H 3.6210 -3.1366 -1.0032  0.40
55 H 3.5399 -5.5865 -0.7759  0.45
56 H 1.3745 -6.7235 -0.4063  0.44
57 H -0.6974 -5.4126 -0.2405  0.35
58 H -2.7280 -4.5044 -1.0282  0.45
59 H -2.2138 -3.6137 -2.4852  0.38
60 H -3.5592 -3.0110 -1.5015  0.43
61 H -1.5856 -4.0881 1.5408  0.64
62 H -3.0367 -3.0711 1.3915  0.47
63 H -1.5955 -2.4111 2.1523  0.19
64 F -5.5350 0.0932 2.7641  -0.20
65 C -4.3942 -0.2557 3.3334  0.38
66 F -4.2933 -1.5803 3.3520  -0.18
67 F -4.3409 0.2144 4.5692  -0.18
68 S -2.9782 0.3866 2.3578  1.02
69 O -1.7739 -0.0328 3.0546  -0.77
70 O -3.0967 -0.1788 1.0247  -0.59
71 N -3.2675 1.9275 2.4265  -0.71
72 S -2.3382 2.8166 1.5132  1.36
73 O -0.9255 2.7207 1.8893  -0.64
74 O -2.5755 2.6864 0.0995  -0.61
75 C -2.9108 4.4975 2.0033  0.35
76 F -4.2279 4.5297 2.0704  -0.19
77 F -2.3894 4.8245 3.1765  -0.20
78 F -2.4852 5.3456 1.0770  -0.18

***

## Q
Computed, not measured: C29H29As2BiF6N5O4S2 as an isolated structure, with ωB97M-V/def2-TZVPD.

Summary:
HOMO: -10.52 eV
total charge: +1

Last column: Mulliken charge in e.
Cartesian coordinates (Å):
1 Bi -0.7368 0.6303 1.2995  1.49
2 C -1.7202 -4.3612 3.3685  -0.61
3 C -2.9681 -3.8736 2.9991  -0.76
4 C -3.0786 -2.8095 2.1204  -0.17
5 C -1.9291 -2.2273 1.5808  0.12
6 C -0.6812 -2.7190 1.9488  0.19
7 C -0.5798 -3.7750 2.8461  -1.14
8 N -1.9984 -1.0926 0.7301  -0.16
9 C -2.9399 -0.9601 -0.2308  0.66
10 C -3.5816 -2.0515 -0.8697  -0.34
11 C -4.4884 -1.8296 -1.8692  -0.73
12 C -4.8390 -0.5270 -2.2941  -0.80
13 C -4.2414 0.5460 -1.7049  -0.30
14 C -3.2856 0.3385 -0.6864  -0.21
15 N -2.6389 1.3688 -0.0480  1.09
16 N -2.8653 2.5587 -0.3724  -1.03
17 C -2.2033 3.5121 0.4362  -0.19
18 C -2.5223 4.8444 0.2440  -0.51
19 C -1.9251 5.7829 1.0730  -0.42
20 C -1.0442 5.3569 2.0545  -0.80
21 C -0.7651 4.0040 2.1587  -0.48
22 N -1.3271 3.1009 1.3517  0.31
23 H -1.6420 -5.1889 4.0606  0.43
24 H -3.8662 -4.3147 3.4119  0.42
25 H -4.0546 -2.4121 1.8728  0.51
26 H 0.2195 -2.3048 1.5152  0.23
27 H 0.4008 -4.1407 3.1237  0.48
28 H -3.3277 -3.0580 -0.5688  0.52
29 H -4.9508 -2.6797 -2.3555  0.44
30 H -5.5695 -0.3944 -3.0795  0.44
31 H -4.4766 1.5595 -1.9991  0.49
32 H -3.2301 5.1119 -0.5277  0.51
33 H -2.1565 6.8335 0.9602  0.43
34 H -0.5740 6.0521 2.7349  0.46
35 H -0.0804 3.6159 2.8979  0.56
36 C -0.0880 -3.4098 -3.0531  -1.36
37 As 0.3493 -2.3860 -1.4467  1.34
38 C 1.3129 -3.7734 -0.4705  -1.39
39 C 1.8870 -1.3815 -2.1260  -0.07
40 C 2.9718 -1.9990 -2.7415  -0.67
41 C 4.0719 -1.2623 -3.1525  -0.88
42 C 4.1093 0.1098 -2.9402  -0.82
43 C 3.0384 0.7468 -2.3354  -0.73
44 C 1.9289 -0.0016 -1.9510  0.15
45 As 0.3624 0.9314 -1.3192  1.31
46 C 0.7485 2.8215 -1.4542  -1.34
47 C -0.9071 0.6698 -2.7618  -0.98
48 H 0.7979 -3.8641 -3.4933  0.43
49 H -0.5604 -2.7569 -3.7857  0.36
50 H -0.7910 -4.1957 -2.7805  0.44
51 H 2.0350 -4.2835 -1.1066  0.51
52 H 0.5826 -4.4926 -0.1012  0.47
53 H 1.8267 -3.3213 0.3749  0.30
54 H 2.9719 -3.0732 -2.8854  0.28
55 H 4.9086 -1.7595 -3.6261  0.42
56 H 4.9751 0.6851 -3.2402  0.44
57 H 3.0928 1.8102 -2.1515  0.30
58 H 1.5026 3.0962 -0.7207  0.35
59 H -0.1721 3.3713 -1.2735  0.39
60 H 1.0933 3.0404 -2.4631  0.50
61 H -0.3247 0.6164 -3.6801  0.51
62 H -1.5833 1.5225 -2.8038  0.51
63 H -1.4676 -0.2519 -2.6303  0.11
64 F 5.0545 0.1976 0.1127  -0.20
65 C 4.3576 -0.6094 0.8999  0.27
66 F 5.0982 -0.9954 1.9198  -0.21
67 F 3.9728 -1.6766 0.2030  -0.15
68 S 2.8281 0.3042 1.4696  1.36
69 O 2.6810 1.4712 0.6286  -0.58
70 O 1.7372 -0.6515 1.3305  -0.38
71 N 3.2351 0.6261 2.9471  -0.80
72 S 2.3461 1.6731 3.7316  0.94
73 O 0.9545 1.6073 3.2978  -0.69
74 O 2.6385 1.6602 5.1198  -0.66
75 C 2.9263 3.3567 3.1659  0.70
76 F 4.2127 3.3240 2.8604  -0.23
77 F 2.2314 3.7825 2.1004  -0.13
78 F 2.7211 4.2239 4.1500  -0.23

***

Last place for stability: P

***

## P
Computed, not measured: C3H4NOS as an isolated structure, with ωB97M-V/def2-TZVPD.

Summary:
HOMO (spin up / spin down): -13.73 / -13.73 eV
total charge: +1

Last column: natural (NBO) charge in e.
Cartesian coordinates (Å):
1 C -1.8910 1.1256 0.2249  0.46
2 C -1.3008 -1.2300 -0.2792  -0.32
3 C 2.2724 0.3349 0.2122  0.34
4 N -1.9434 -0.0161 -0.0143  -0.23
5 O 1.1066 0.1265 -0.0378  -0.59
6 S -0.1470 -1.2526 -1.3524  0.49
7 H -1.8573 2.1834 0.4517  0.30
8 H -1.9629 -1.9639 0.2034  0.26
9 H 2.9816 0.5921 -0.5955  0.14
10 H 2.7418 0.1001 1.1871  0.15

***

## Q
Computed, not measured: a 2-piece molecular cluster, C3H4NOS overall, with ωB97M-V/def2-TZVPD.

Summary:
HOMO: -13.94 eV
total charge: +1

Last column: natural (NBO) charge in e.
Cartesian coordinates (Å):
1 C -0.8309 0.8733 -2.5360  0.27
2 C -0.2547 -0.0091 1.2112  0.80
3 C 1.0686 -0.2502 1.4640  -0.81
4 N -0.8100 -0.0598 -1.8606  -0.42
5 O -1.3036 0.2793 1.4825  -0.31
6 S -0.5920 -1.2505 -0.8735  0.17
7 H -1.4481 1.7116 -2.9951  0.30
8 H 0.7635 -1.3419 1.6149  0.33
9 H 1.9021 0.2742 2.0856  0.36
10 H 1.5051 -0.2270 0.4070  0.32

***

Last place for stability: P